1.
DFT (ωB97M-V with the def2-TZVPD basis set) results for a structure of composition C39H76Br3N5O15P in a non-equilibrium geometry.

Each line ends with the Löwdin charge.
Geometry (Å):
C: -3.299 -2.695 1.301  -0.09
N: -2.117 -2.947 0.493  -0.07
C: -1.867 -2.500 -0.843  -0.18
C: -3.025 -1.933 -1.712  -0.20
C: -4.308 -2.755 -1.681  -0.62
Br: -5.835 -1.930 -2.414  0.94
C: -4.428 -4.045 -1.333  -0.76
C: -3.432 -5.084 -0.890  -0.14
Br: -6.089 -4.911 -1.360  0.85
N: -2.429 -1.996 -3.183  0.00
C: -2.382 -3.383 -3.879  -0.17
N: -3.650 -3.822 -4.279  0.06
C: -2.725 -0.900 -4.194  -0.33
P: -4.297 -0.826 -5.215  0.68
O: -4.772 -2.083 -5.819  -0.43
C: -2.213 0.425 -3.562  -0.66
Br: -3.179 1.982 -4.179  0.87
N: -2.062 0.384 -2.131  0.02
C: -3.087 -0.298 -1.356  -0.36
C: -4.439 0.392 -1.449  -0.23
C: -4.603 1.726 -0.702  -0.17
C: -3.670 2.905 -0.931  -0.22
C: -3.862 4.054 0.082  -0.19
C: -4.179 3.702 1.528  -0.21
C: -3.043 3.119 2.377  -0.20
C: -1.671 3.711 2.091  -0.22
C: -0.633 3.368 3.172  -0.18
C: 0.595 2.566 2.735  -0.22
C: 1.289 3.026 1.466  -0.18
C: 2.432 2.100 1.040  -0.23
O: 3.704 2.608 1.391  -0.21
C: 4.596 2.857 0.318  -0.08
N: -2.734 -0.188 0.057  0.18
C: -1.788 0.450 0.469  -0.26
O: -0.894 1.069 0.864  0.21
H: -3.998 -2.039 0.800  0.07
H: -3.048 -2.216 2.246  0.09
H: -3.822 -3.625 1.529  0.06
H: -1.666 -3.820 0.700  0.12
H: -1.398 -3.312 -1.396  0.10
H: -1.084 -1.731 -0.861  0.11
H: -3.722 -6.043 -1.307  0.07
H: -3.479 -5.214 0.189  0.08
H: -2.406 -4.898 -1.173  0.06
H: -1.436 -1.825 -3.004  0.15
H: -1.863 -4.061 -3.213  0.12
H: -1.703 -3.218 -4.714  0.14
H: -3.957 -4.678 -3.843  0.09
H: -3.817 -3.840 -5.274  0.08
H: -2.017 -1.103 -4.999  0.11
H: -3.819 0.040 -6.197  0.01
H: -5.302 -0.141 -4.543  -0.02
H: -1.218 0.607 -3.953  0.10
H: -1.155 -0.036 -1.945  0.12
H: -4.788 0.473 -2.473  0.03
H: -5.107 -0.273 -0.910  0.05
H: -5.605 2.047 -0.998  0.13
H: -4.684 1.504 0.358  0.10
H: -3.907 3.335 -1.902  0.05
H: -2.622 2.607 -0.995  0.09
H: -4.685 4.670 -0.287  0.11
H: -2.981 4.689 0.034  0.10
H: -5.046 3.045 1.564  0.10
H: -4.504 4.622 2.015  0.11
H: -3.025 2.026 2.316  0.10
H: -3.278 3.341 3.419  0.11
H: -1.795 4.795 2.042  0.12
H: -1.334 3.411 1.100  0.07
H: -1.140 2.789 3.944  0.11
H: -0.300 4.284 3.658  0.11
H: 1.331 2.645 3.539  0.12
H: 0.343 1.507 2.665  0.09
H: 1.729 4.010 1.631  0.13
H: 0.582 3.101 0.641  0.09
H: 2.385 1.924 -0.036  0.11
H: 2.309 1.134 1.538  0.11
H: 4.476 3.870 -0.067  0.09
H: 4.447 2.137 -0.488  0.08
H: 5.612 2.748 0.689  0.08
C: -5.923 -5.659 2.552  -0.07
C: -5.389 -4.965 3.786  -0.21
O: -5.395 -5.824 4.932  0.04
C: -4.401 -6.716 4.966  -0.61
O: -3.518 -6.814 4.148  0.11
O: -4.545 -7.462 6.052  0.01
C: -3.568 -8.498 6.210  -0.03
H: -6.925 -6.047 2.735  0.09
H: -5.968 -4.959 1.717  0.04
H: -5.283 -6.493 2.264  0.08
H: -6.022 -4.125 4.064  0.13
H: -4.375 -4.592 3.631  0.11
H: -2.562 -8.087 6.162  0.10
H: -3.693 -9.256 5.439  0.10
H: -3.757 -8.925 7.189  0.10
C: 2.493 0.951 -8.302  -0.06
C: 1.658 0.915 -7.044  -0.20
O: 0.258 0.691 -7.329  0.03
C: -0.074 -0.561 -7.620  -0.62
O: 0.647 -1.524 -7.587  0.12
O: -1.379 -0.587 -7.918  -0.02
C: -1.875 -1.867 -8.327  -0.03
H: 2.104 1.698 -8.993  0.09
H: 3.521 1.211 -8.052  0.09
H: 2.494 -0.017 -8.799  0.08
H: 1.673 1.876 -6.536  0.12
H: 2.007 0.149 -6.351  0.12
H: -1.611 -2.626 -7.591  0.08
H: -1.484 -2.169 -9.296  0.10
H: -2.955 -1.761 -8.376  0.09
C: 6.892 2.709 7.630  -0.06
C: 6.855 1.201 7.523  -0.20
O: 5.637 0.732 6.911  0.04
C: 5.579 0.851 5.591  -0.60
O: 6.448 1.277 4.869  0.10
O: 4.393 0.420 5.165  0.01
C: 4.219 0.579 3.746  -0.03
H: 6.013 3.073 8.162  0.08
H: 7.783 3.016 8.178  0.08
H: 6.917 3.170 6.644  0.07
H: 6.851 0.740 8.508  0.12
H: 7.707 0.815 6.965  0.12
H: 5.034 0.100 3.207  0.10
H: 4.174 1.632 3.482  0.08
H: 3.277 0.089 3.513  0.09
C: 11.002 4.295 -1.045  -0.07
C: 9.934 5.296 -0.668  -0.21
O: 8.827 4.678 0.013  0.03
C: 9.044 4.383 1.297  -0.61
O: 10.050 4.619 1.916  0.13
O: 7.953 3.795 1.779  -0.01
C: 8.047 3.373 3.150  -0.03
H: 10.573 3.486 -1.638  0.08
H: 11.776 4.786 -1.636  0.08
H: 11.465 3.867 -0.158  0.08
H: 9.486 5.741 -1.554  0.12
H: 10.336 6.095 -0.046  0.12
H: 8.351 4.202 3.785  0.10
H: 8.758 2.556 3.246  0.10
H: 7.058 3.026 3.422  0.07

- charge = +1
- frontier orbital gap (eV) = 8.0674
- maximum force (eV Å⁻¹) = 1.174
- HOMO level (eV) = -11.1
- E_tot (eV) = -299246.164


2.
DFT (ωB97M-V with the def2-TZVPD basis set) results for a cluster of 5 separate species, C39H81BIN3O9S in total in a non-equilibrium geometry.

Each line ends with the Löwdin charge.
Geometry (Å):
C: 3.517 2.007 2.594  -0.09
C: 1.994 1.833 2.506  -0.25
C: 1.397 1.015 3.660  -0.20
C: -0.003 0.489 3.264  -0.17
C: 0.084 -1.027 3.070  -0.27
N: -1.074 -1.647 2.397  -0.43
S: -1.084 -3.318 2.797  0.87
C: -1.168 -1.321 0.941  -0.26
C: -0.680 -2.386 -0.030  -0.17
C: 0.840 -2.652 -0.022  -0.13
C: 1.374 -2.540 -1.444  -0.19
O: 0.604 -3.352 -2.329  0.02
C: 0.336 -2.850 -3.558  -0.48
C: 1.331 -1.918 -4.199  0.02
O: -0.694 -3.181 -4.140  0.08
C: -2.624 -0.864 0.624  -0.25
C: -3.482 -1.927 -0.111  -0.05
C: -3.376 -2.142 -1.615  -0.35
O: -2.670 -3.369 -1.861  -0.05
C: -4.787 -2.282 -2.247  -0.23
N: -5.558 -1.067 -2.327  0.02
O: -2.684 0.467 0.057  -0.14
C: -1.833 0.777 -0.984  -0.68
I: -3.063 1.644 -2.592  0.99
C: -0.790 1.793 -0.570  -0.22
C: 0.135 2.355 -1.674  -0.21
C: 0.173 3.895 -1.759  -0.21
C: -0.688 4.536 -2.855  -0.21
C: -1.899 5.390 -2.390  -0.29
N: -2.444 5.151 -1.062  -0.01
B: -3.334 -0.701 2.070  -0.47
O: -4.007 -1.782 2.588  0.13
C: -3.422 0.676 2.834  -0.14
C: -4.773 1.401 2.554  -0.08
H: 3.901 2.112 1.582  0.06
H: 3.761 2.924 3.124  0.07
H: 3.994 1.140 3.040  0.07
H: 1.791 1.264 1.598  0.09
H: 1.490 2.796 2.465  0.10
H: 2.062 0.175 3.834  0.08
H: 1.347 1.593 4.578  0.11
H: -0.333 0.949 2.338  0.08
H: -0.712 0.678 4.063  0.11
H: 1.036 -1.257 2.580  0.11
H: 0.141 -1.472 4.060  0.09
H: -2.406 -3.527 2.938  -0.12
H: -0.477 -0.492 0.803  0.12
H: -1.241 -3.306 0.011  0.09
H: -0.894 -1.975 -1.015  0.09
H: 0.998 -3.667 0.334  0.11
H: 1.390 -1.922 0.564  0.11
H: 1.356 -1.481 -1.703  0.12
H: 2.416 -2.866 -1.430  0.12
H: 1.056 -0.898 -3.927  0.09
H: 1.273 -1.991 -5.275  0.09
H: 2.343 -2.065 -3.832  0.08
H: -4.523 -1.717 0.124  0.11
H: -3.274 -2.880 0.369  0.13
H: -2.874 -1.347 -2.171  0.10
H: -2.358 -3.347 -2.769  0.06
H: -5.322 -3.003 -1.628  0.12
H: -4.637 -2.718 -3.230  0.10
H: -5.735 -0.656 -1.425  0.05
H: -5.155 -0.394 -2.957  -0.01
H: -1.363 -0.082 -1.455  0.08
H: -0.154 1.364 0.200  0.08
H: -1.304 2.622 -0.086  0.10
H: 1.149 2.063 -1.398  0.10
H: -0.052 1.911 -2.649  0.08
H: 1.207 4.143 -1.992  0.10
H: -0.018 4.308 -0.772  0.09
H: -0.040 5.207 -3.419  0.10
H: -1.022 3.797 -3.576  0.06
H: -1.655 6.448 -2.444  0.10
H: -2.721 5.244 -3.089  0.09
H: -1.870 5.534 -0.330  0.06
H: -2.651 4.179 -0.893  0.01
H: -4.452 -1.519 3.393  0.11
H: -2.631 1.330 2.481  0.08
H: -3.284 0.553 3.908  0.10
H: -4.609 2.469 2.460  0.07
H: -5.202 1.052 1.618  0.07
H: -5.465 1.235 3.373  0.07
C: -6.095 -3.494 -7.477  -0.17
C: -7.429 -3.064 -6.873  -0.17
C: -7.042 -2.800 -5.424  -0.20
O: -5.684 -2.357 -5.447  -0.16
C: -5.119 -2.589 -6.739  -0.20
H: -6.043 -3.377 -8.559  0.11
H: -5.895 -4.540 -7.237  0.11
H: -7.774 -2.142 -7.346  0.11
H: -8.217 -3.811 -6.970  0.11
H: -7.099 -3.714 -4.824  0.12
H: -7.658 -2.037 -4.949  0.12
H: -5.008 -1.625 -7.249  0.12
H: -4.130 -3.035 -6.623  0.12
C: 3.998 0.403 8.166  -0.17
C: 3.164 -0.873 8.089  -0.17
C: 2.462 -0.701 6.750  -0.21
O: 3.353 0.048 5.920  -0.17
C: 4.413 0.587 6.713  -0.20
H: 4.849 0.332 8.842  0.11
H: 3.374 1.239 8.489  0.11
H: 3.818 -1.747 8.062  0.11
H: 2.468 -0.994 8.917  0.11
H: 1.529 -0.134 6.859  0.12
H: 2.233 -1.651 6.264  0.12
H: 5.331 0.034 6.489  0.12
H: 4.566 1.633 6.443  0.12
C: 3.202 6.714 1.788  -0.17
C: 4.603 7.079 1.307  -0.17
C: 5.201 5.707 1.035  -0.20
O: 4.118 4.864 0.633  -0.15
C: 2.876 5.519 0.904  -0.21
H: 2.478 7.521 1.689  0.11
H: 3.233 6.410 2.837  0.11
H: 4.542 7.656 0.381  0.11
H: 5.179 7.655 2.029  0.11
H: 5.653 5.284 1.939  0.12
H: 5.954 5.720 0.246  0.12
H: 2.436 5.837 -0.047  0.11
H: 2.195 4.810 1.379  0.10
C: 5.601 -5.346 -1.841  -0.17
C: 6.383 -4.353 -2.695  -0.17
C: 5.880 -3.021 -2.156  -0.21
O: 5.566 -3.232 -0.777  -0.15
C: 5.569 -4.636 -0.495  -0.21
H: 6.057 -6.333 -1.786  0.11
H: 4.587 -5.459 -2.231  0.11
H: 7.453 -4.455 -2.506  0.11
H: 6.214 -4.465 -3.765  0.11
H: 4.966 -2.704 -2.673  0.10
H: 6.618 -2.223 -2.240  0.12
H: 6.459 -4.868 0.099  0.12
H: 4.686 -4.884 0.095  0.11

- charge = 0
- frontier orbital gap (eV) = 8.4753
- structure (SMILES) = CCCCCN(S)[C@@H](CCCOC(C)=O)[C@](C[C@@H](O)CN)(O[C@@H](I)CCCCCN)B(O)CC.C1CCOC1.C1CCOC1.C1CCOC1.C1CCOC1
- maximum force (eV Å⁻¹) = 1.957
- HOMO level (eV) = -8.0
- E_tot (eV) = -84265.332


3.
DFT (ωB97M-V with the def2-TZVPD basis set) results for a cluster of 10 separate species, C39H84BF7NO10 in total in a non-equilibrium geometry.

Each line ends with the Löwdin charge.
Geometry (Å):
C: -4.493 4.452 -2.196  -0.10
C: -2.960 4.534 -2.280  -0.26
C: -2.383 4.552 -3.707  -0.21
C: -2.937 3.491 -4.660  -0.21
C: -2.763 2.055 -4.167  -0.22
C: -3.749 1.097 -4.837  -0.20
C: -3.494 -0.347 -4.412  -0.21
C: -4.286 -0.745 -3.156  -0.20
C: -3.495 -1.701 -2.261  -0.20
C: -2.472 -0.882 -1.480  -0.22
C: -1.469 -1.692 -0.633  -0.15
C: -1.532 -1.401 0.879  -0.12
C: -0.416 -0.469 1.371  -0.17
N: -0.576 0.833 0.603  0.15
C: 0.240 1.063 -0.634  -0.06
C: 1.614 0.395 -0.619  -0.14
B: 2.678 1.227 -1.482  -0.43
O: 3.292 2.338 -0.952  0.15
C: 3.029 0.703 -2.916  -0.14
C: 1.812 0.525 -3.845  -0.09
C: 2.094 -0.062 0.776  -0.17
C: 2.568 0.993 1.803  -0.07
C: 1.589 2.069 2.232  -0.20
C: 1.028 2.032 3.516  -0.04
C: 0.120 3.008 3.928  -0.05
C: -0.252 4.043 3.073  -0.04
C: 0.317 4.128 1.799  -0.26
C: -0.031 5.244 0.848  -0.03
C: 1.239 3.146 1.410  -0.03
C: 1.007 -1.047 1.309  -0.10
C: 1.451 -1.754 2.600  -0.36
F: 1.241 -1.021 3.728  0.12
F: 2.788 -1.964 2.500  0.12
C: 0.820 -3.166 2.886  -0.33
F: 1.781 -3.961 3.403  0.16
F: 0.382 -3.737 1.749  0.15
C: -0.323 -3.172 3.951  -0.53
F: -0.993 -4.323 3.846  0.19
F: -1.193 -2.164 3.767  0.17
F: 0.188 -3.074 5.177  0.19
H: -4.919 5.437 -2.008  0.08
H: -4.798 3.799 -1.382  0.06
H: -4.946 4.064 -3.103  0.05
H: -2.513 3.698 -1.737  0.07
H: -2.631 5.453 -1.793  0.09
H: -2.490 5.542 -4.156  0.11
H: -1.304 4.374 -3.616  0.10
H: -2.395 3.586 -5.606  0.11
H: -3.986 3.679 -4.896  0.10
H: -2.897 2.014 -3.078  0.10
H: -1.750 1.724 -4.397  0.08
H: -3.598 1.183 -5.917  0.11
H: -4.777 1.410 -4.641  0.12
H: -2.422 -0.454 -4.218  0.09
H: -3.735 -1.036 -5.224  0.11
H: -4.543 0.153 -2.584  0.11
H: -5.240 -1.184 -3.456  0.12
H: -4.173 -2.206 -1.567  0.12
H: -2.997 -2.455 -2.875  0.12
H: -1.920 -0.283 -2.210  0.08
H: -3.037 -0.181 -0.853  0.11
H: -0.458 -1.558 -1.022  0.10
H: -1.697 -2.751 -0.770  0.12
H: -1.553 -2.321 1.449  0.10
H: -2.472 -0.888 1.111  0.13
H: -0.635 -0.219 2.410  0.15
H: -1.554 0.852 0.307  0.16
H: -0.465 1.622 1.252  0.14
H: -0.342 0.692 -1.474  0.11
H: 0.311 2.140 -0.776  0.13
H: 1.518 -0.539 -1.185  0.12
H: 3.334 3.087 -1.554  0.12
H: 3.813 1.309 -3.377  0.11
H: 3.473 -0.289 -2.752  0.07
H: 1.150 -0.249 -3.453  0.06
H: 1.267 1.460 -3.973  0.07
H: 2.137 0.170 -4.823  0.08
H: 2.942 -0.714 0.562  0.15
H: 3.471 1.473 1.424  0.13
H: 2.893 0.472 2.698  0.09
H: 1.299 1.257 4.217  0.11
H: -0.298 2.966 4.925  0.11
H: -0.960 4.788 3.411  0.11
H: 0.873 5.668 0.414  0.09
H: -0.626 4.856 0.016  0.07
H: -0.626 6.016 1.328  0.08
H: 1.699 3.240 0.437  0.10
H: 0.997 -1.851 0.567  0.15
C: -7.812 2.132 -0.879  -0.15
O: -6.977 2.497 -1.980  -0.14
H: -7.175 1.720 -0.104  0.06
H: -8.334 2.999 -0.473  0.07
H: -8.546 1.378 -1.174  0.08
H: -7.544 2.865 -2.663  0.08
C: 5.153 -4.418 2.097  -0.17
O: 6.427 -4.182 1.505  -0.12
H: 4.968 -5.489 2.054  0.08
H: 5.150 -4.107 3.145  0.08
H: 4.362 -3.896 1.555  0.05
H: 6.608 -3.239 1.536  0.08
C: 6.462 0.839 3.914  -0.14
O: 5.053 0.614 3.849  -0.13
H: 6.678 1.694 3.279  0.08
H: 6.782 1.067 4.932  0.08
H: 7.022 -0.024 3.547  0.07
H: 4.853 -0.138 4.414  0.07
C: 0.212 -2.397 8.824  -0.16
O: 0.500 -1.201 8.102  -0.13
H: 0.195 -2.140 9.879  0.08
H: -0.763 -2.802 8.542  0.08
H: 0.980 -3.155 8.655  0.08
H: 0.517 -1.424 7.168  0.04
C: 3.916 -5.387 -0.814  -0.16
O: 3.401 -5.541 -2.132  -0.12
H: 3.345 -4.561 -0.390  0.06
H: 3.762 -6.274 -0.196  0.08
H: 4.973 -5.111 -0.812  0.08
H: 3.870 -6.253 -2.576  0.09
C: -8.811 2.815 3.085  -0.15
O: -8.673 1.862 2.034  -0.14
H: -9.359 3.661 2.678  0.08
H: -9.373 2.406 3.927  0.08
H: -7.838 3.166 3.439  0.08
H: -8.196 1.106 2.386  0.07
C: 4.114 -2.369 -3.560  -0.15
O: 2.708 -2.460 -3.346  -0.13
H: 4.331 -1.361 -3.906  0.07
H: 4.656 -2.554 -2.627  0.08
H: 4.447 -3.085 -4.313  0.09
H: 2.533 -3.362 -3.050  0.06
C: -0.113 1.667 -7.249  -0.13
O: -0.851 0.915 -6.287  -0.14
H: -0.373 2.713 -7.105  0.08
H: 0.965 1.549 -7.108  0.07
H: -0.374 1.376 -8.268  0.08
H: -0.634 -0.013 -6.414  0.08
C: 6.995 -6.432 4.981  -0.17
O: 7.807 -6.784 3.870  -0.12
H: 7.054 -7.240 5.707  0.08
H: 7.352 -5.512 5.453  0.08
H: 5.949 -6.310 4.680  0.06
H: 7.761 -6.074 3.223  0.06

- charge = +1
- frontier orbital gap (eV) = 9.5506
- maximum force (eV Å⁻¹) = 1.124
- HOMO level (eV) = -11.7
- E_tot (eV) = -83462.347